[1]
Below is C5H8ClF in the gas phase at a distorted geometry, with properties calculated with ωB97M-V/def2-TZVPD.

The HOMO energy is -10.749 eV. The SMILES is FC1(Cl)CCCC1. As for the relative energy (zero: lowest compared OMol25 entry of this formula, charge and spin): 17.3 kJ/mol. The gap between HOMO and LUMO comes out at 11.75 eV.

Geometry as ORCA input:
```
! RIJCOSX wB97M-V def2-TZVPD def2/J DEFGRID3
* xyz 0 1
F 1.19 -1.54 -1.24
C 1.05 -0.41 -0.40
Cl 2.63 0.30 -0.04
C 0.12 0.48 -1.20
C -0.83 1.02 -0.11
C -0.97 -0.20 0.81
C 0.39 -0.78 0.93
H -0.43 -0.21 -1.83
H 0.72 1.26 -1.78
H -1.78 1.31 -0.49
H -0.32 1.84 0.39
H -1.49 -0.01 1.73
H -1.65 -0.89 0.32
H 0.88 -0.31 1.82
H 0.48 -1.84 1.07
*
```

***

[2]
Below is 2 unconnected molecules or ions with the total composition C3H14Si3 at a distorted geometry, with properties calculated with ωB97M-V/def2-TZVPD.

The HOMO energy is -7.979 eV. As for the relative energy (zero: lowest compared OMol25 entry of this formula, charge and spin): 293.1 kJ/mol. The gap between HOMO and LUMO comes out at 7.74 eV.

Geometry as ORCA input:
```
! RIJCOSX wB97M-V def2-TZVPD def2/J DEFGRID3
* xyz 0 1
C -2.61 0.25 -1.55
C 1.84 -1.77 1.65
C -2.64 1.32 -0.46
Si 2.65 0.34 -0.97
Si -0.71 0.73 1.51
Si 1.01 -0.51 0.47
H -1.63 0.35 -2.16
H -2.67 -0.72 -1.38
H -3.35 0.40 -2.32
H 2.92 -1.46 1.76
H 1.33 -1.89 2.59
H 1.76 -2.87 1.27
H -3.41 1.44 0.37
H -2.18 2.21 -0.78
H 1.96 1.23 -1.94
H 3.36 -0.61 -1.96
H 3.87 0.94 -0.25
H -1.12 -0.19 2.80
H -0.57 2.11 1.97
H 0.17 -1.31 -0.62
*
```

***

[3]
Below is 6 unconnected molecules or ions with the total composition C5H21N2O5 at a distorted geometry, with properties calculated with ωB97M-V/def2-TZVPD.

The HOMO energy is -12.172 eV. As for the relative energy (zero: lowest compared OMol25 entry of this formula, charge and spin): 310.9 kJ/mol. The gap between HOMO and LUMO comes out at 9.56 eV.

Geometry as ORCA input:
```
! RIJCOSX wB97M-V def2-TZVPD def2/J DEFGRID3
* xyz 1 1
C -0.57 0.07 2.20
C 0.72 -0.76 2.11
C 1.62 -0.10 1.13
C 1.86 -0.52 -0.12
N 2.39 0.40 -1.05
C 3.62 0.47 -1.36
N -1.23 0.26 0.90
H -1.24 -0.26 3.02
H -0.29 1.01 2.76
H 1.18 -0.74 3.10
H 0.46 -1.74 1.70
H 1.99 0.88 1.46
H 1.69 -1.48 -0.60
H 4.47 -0.05 -0.92
H 3.85 1.27 -2.05
H -2.24 0.19 0.91
H -1.02 -0.48 0.19
H -0.83 1.10 0.49
H -0.46 -2.53 -0.70
H -0.67 -1.66 -2.03
O -1.00 -1.88 -1.16
H -1.18 1.40 -1.93
H 0.39 1.56 -1.86
O -0.44 1.69 -1.37
H 1.37 -4.28 1.18
H -0.06 -4.58 0.55
O 0.78 -4.13 0.44
H -3.96 1.55 -1.80
H -3.51 0.35 -2.75
O -3.28 0.91 -2.00
H -1.30 4.71 0.38
H -1.34 3.34 -0.63
O -1.79 4.07 -0.17
*
```

***

[4]
Below is a molecular structure, C39H40AgN3O3S3Te at a distorted geometry, with properties calculated with ωB97M-V/def2-TZVPD.

The HOMO energy (alpha / beta) is -4.338 / -5.003 eV. As for the relative energy (zero: lowest compared OMol25 entry of this formula, charge and spin): 41.5 kJ/mol. The gap between HOMO and LUMO (alpha / beta) comes out at 6.66 / 7.15 eV.

Geometry as ORCA input:
```
! RIJCOSX wB97M-V def2-TZVPD def2/J DEFGRID3
* xyz -1 2
Ag 0.06 -0.18 0.08
N -4.00 2.49 3.68
C -3.13 2.10 4.65
O -3.34 2.33 5.83
C -1.90 1.39 4.19
C -1.14 0.71 5.14
C -0.01 0.02 4.73
C 0.32 0.05 3.38
N -0.38 0.72 2.48
C -1.46 1.37 2.87
H -4.85 2.94 3.97
H -3.90 2.20 2.73
H -1.46 0.74 6.17
H 0.60 -0.53 5.44
H 1.20 -0.47 3.01
H -1.99 1.89 2.08
C 2.30 1.13 -1.98
C 2.59 0.70 -0.54
O 3.35 1.43 0.14
N 2.10 -0.49 -0.17
Te 3.63 -1.14 1.33
C 4.61 -1.69 3.34
C 5.34 -2.87 3.51
C 5.64 -3.82 2.38
C 5.85 -3.18 4.77
C 5.69 -2.34 5.86
C 6.21 -2.70 7.22
C 5.03 -1.14 5.65
C 4.49 -0.79 4.41
C 3.87 0.58 4.28
C 2.91 -3.15 1.02
C 3.23 -3.78 -0.19
C 4.05 -3.15 -1.29
C 2.81 -5.09 -0.41
C 2.08 -5.80 0.52
C 1.63 -7.22 0.28
C 1.74 -5.15 1.70
C 2.13 -3.84 1.96
C 1.62 -3.24 3.25
H 3.27 1.22 -2.49
H 1.81 2.10 -1.99
H 1.68 0.40 -2.49
H 5.36 -3.39 1.42
H 5.10 -4.76 2.50
H 6.71 -4.05 2.36
H 6.41 -4.11 4.89
H 6.94 -3.51 7.17
H 5.39 -3.03 7.87
H 6.68 -1.84 7.70
H 4.93 -0.44 6.48
H 3.18 0.78 5.10
H 3.34 0.70 3.34
H 4.65 1.34 4.31
H 4.39 -2.16 -1.04
H 3.44 -3.08 -2.20
H 4.92 -3.77 -1.52
H 3.07 -5.57 -1.35
H 1.89 -7.54 -0.73
H 0.55 -7.31 0.41
H 2.11 -7.90 0.99
H 1.15 -5.68 2.44
H 1.62 -4.00 4.04
H 0.60 -2.90 3.12
H 2.23 -2.41 3.59
O -2.08 0.18 -0.14
C -2.58 -0.42 -1.28
C -2.45 0.54 -2.48
C -2.97 0.54 -3.74
C -2.54 1.66 -4.51
C -1.73 2.49 -3.80
S -1.47 1.93 -2.19
C -1.86 -1.72 -1.62
C -1.26 -2.14 -2.77
C -0.69 -3.44 -2.66
C -0.89 -3.99 -1.43
S -1.76 -2.94 -0.39
C -4.06 -0.71 -1.11
C -4.85 -1.67 -1.65
C -6.22 -1.54 -1.27
C -6.42 -0.48 -0.43
S -4.96 0.35 -0.10
H -3.62 -0.24 -4.10
H -2.84 1.83 -5.53
H -1.27 3.41 -4.13
H -1.20 -1.54 -3.66
H -0.16 -3.93 -3.46
H -0.56 -4.95 -1.07
H -4.47 -2.44 -2.30
H -7.00 -2.21 -1.59
H -7.34 -0.16 0.02
*
```

***

[5]
Below is C7H8N2 in the gas phase at a distorted geometry, with properties calculated with ωB97M-V/def2-TZVPD.

The HOMO energy is -8.739 eV. The SMILES is NN1Cc2ccccc21. As for the relative energy (zero: lowest compared OMol25 entry of this formula, charge and spin): 313.3 kJ/mol. The gap between HOMO and LUMO comes out at 9.76 eV.

Geometry as ORCA input:
```
! RIJCOSX wB97M-V def2-TZVPD def2/J DEFGRID3
* xyz 0 1
N 2.77 -0.09 -1.18
N 1.66 -0.66 -0.60
C 1.53 -0.69 0.85
C 0.05 -0.36 0.79
C -1.18 -0.36 1.43
C -2.24 0.37 0.81
C -2.21 0.74 -0.52
C -0.99 0.62 -1.23
C 0.02 -0.02 -0.57
H 2.60 0.92 -1.38
H 2.76 -0.55 -2.08
H 2.08 0.07 1.47
H 1.69 -1.72 1.34
H -1.39 -0.61 2.53
H -3.22 0.32 1.46
H -3.06 1.23 -0.91
H -0.86 0.81 -2.23
*
```

***

[6]
Below is a molecular structure, C4H7NO2 at a distorted geometry, with properties calculated with ωB97M-V/def2-TZVPD.

The HOMO energy is -9.145 eV. As for the relative energy (zero: lowest compared OMol25 entry of this formula, charge and spin): 492.3 kJ/mol. The gap between HOMO and LUMO comes out at 9.84 eV.

Geometry as ORCA input:
```
! RIJCOSX wB97M-V def2-TZVPD def2/J DEFGRID3
* xyz 0 1
C 2.30 -0.40 -0.55
N 1.41 0.72 -0.27
C 0.23 0.49 0.12
C -0.90 1.44 0.43
O -2.13 0.51 0.52
C -1.65 -0.76 0.20
O -0.26 -0.79 0.37
H 2.76 -0.27 -1.54
H 3.12 -0.42 0.17
H 1.81 -1.38 -0.54
H -1.09 2.10 -0.44
H -1.56 1.13 1.51
H -1.93 -0.89 -0.84
H -2.11 -1.49 0.87
*
```